Molecular formula: C33H27N5O2OsP
Method: DFT, the ωB97M-V functional and the def2-TZVPD basis

Properties
HOMO (spin up / spin down)   -15.225 / -16.192 eV
Multiplicity   5
Energy above the lowest of the compared OMol25 structures with the same formula, charge and spin   0.00 kJ/mol
Total charge   +3

Last column: Löwdin spin population.
Positions of all 69 atoms, in Å:
Os (1.31527, -1.10089, -0.53811)  2.4756
C (-2.41651, 3.75234, 9.66012)  -0.0013
O (-1.52763, 2.63433, 9.89585)  -0.0351
C (-1.35275, 1.70201, 9.01442)  -0.0310
C (-0.48111, 0.64917, 9.40791)  -0.0096
C (-0.26992, -0.39259, 8.57002)  -0.0035
C (-0.89205, -0.41308, 7.28310)  0.0052
C (-1.76794, 0.64737, 6.89378)  -0.0035
C (-1.99292, 1.68544, 7.73685)  -0.0164
N (-0.67478, -1.49789, 6.54332)  0.2262
N (-1.17793, -1.77183, 5.45150)  0.4457
C (-1.01505, -1.59485, 4.13645)  0.0069
C (-2.09499, -1.88333, 3.29022)  0.1572
C (-1.96615, -1.82752, 1.90528)  -0.0112
C (-0.74845, -1.51388, 1.33546)  0.1381
O (-0.54506, -1.52249, 0.00834)  0.2041
C (0.36410, -1.23023, 2.16803)  0.0364
N (1.55331, -0.96765, 1.52399)  0.0637
C (2.65427, -0.78804, 2.24858)  0.0081
C (2.64361, -0.84353, 3.64008)  0.0361
C (1.45785, -1.07612, 4.29922)  0.0066
C (0.27418, -1.26954, 3.56978)  0.0453
H (-2.33170, 4.36610, 10.54892)  0.0001
H (-3.43742, 3.39188, 9.54822)  -0.0006
H (-2.08836, 4.31107, 8.78559)  -0.0006
H (-0.03349, 0.70084, 10.39043)  0.0000
H (0.35897, -1.22662, 8.85201)  0.0012
H (-2.27634, 0.59921, 5.93939)  0.0008
H (-2.67460, 2.47649, 7.46206)  -0.0001
H (-3.04003, -2.16543, 3.73314)  0.0060
H (-2.81141, -2.05606, 1.27088)  -0.0033
H (3.57056, -0.61407, 1.70109)  0.0006
H (3.56961, -0.71324, 4.18039)  0.0017
H (1.44748, -1.13283, 5.38014)  0.0005
N (3.22400, -1.01504, -2.97283)  0.0276
P (2.92643, 0.11833, -1.75701)  0.0255
C (1.70979, 1.28290, -2.38945)  0.0296
C (1.34899, 1.34129, -3.73685)  0.0063
C (0.37946, 2.24002, -4.14414)  0.0080
C (-0.24021, 3.06954, -3.21374)  0.0170
C (0.10708, 3.00783, -1.87155)  -0.0002
C (1.08142, 2.11506, -1.45335)  0.0282
C (4.47405, 0.89502, -1.34924)  -0.0004
C (4.65344, 1.40325, -0.06341)  -0.0002
C (5.81084, 2.09743, 0.24810)  0.0000
C (6.78994, 2.27803, -0.71884)  0.0004
C (6.60826, 1.78498, -2.00575)  0.0003
C (5.44783, 1.10410, -2.32895)  -0.0003
C (2.23525, -1.92292, -3.27683)  0.0269
C (2.26942, -2.70101, -4.42998)  -0.0029
C (1.21863, -3.55213, -4.68697)  0.0229
C (0.13643, -3.61645, -3.80245)  0.0005
C (0.16504, -2.84740, -2.67633)  0.0145
N (1.20909, -2.01359, -2.39323)  0.0417
H (4.05461, -1.00597, -3.54648)  0.0008
H (1.83157, 0.70174, -4.46538)  0.0002
H (0.10668, 2.30272, -5.18870)  0.0002
H (-0.99277, 3.77353, -3.54230)  0.0008
H (-0.37228, 3.66149, -1.15600)  -0.0004
H (1.38023, 2.10008, -0.40890)  0.0015
H (3.87950, 1.28750, 0.68651)  -0.0006
H (5.95027, 2.50243, 1.24095)  0.0000
H (7.69577, 2.81613, -0.47467)  0.0000
H (7.36752, 1.94184, -2.75927)  0.0000
H (5.31177, 0.76367, -3.34864)  0.0000
H (3.10673, -2.61533, -5.10865)  -0.0003
H (1.22769, -4.16181, -5.58084)  0.0011
H (-0.70789, -4.26104, -3.99563)  -0.0001
H (-0.62974, -2.85188, -1.94457)  0.0009